(1)
A structure of composition C27H42Cl3N4O3SSiSr at a distorted geometry. Source: the Open Molecules 2025 dataset; level of theory: wB97M-V/def2-TZVPD.

Positions of all 82 atoms, in Å:
C 0.578 1.911 -3.456
C -0.879 2.077 -3.141
H 0.886 2.607 -4.252
H 0.799 0.897 -3.828
H 1.191 2.074 -2.557
C -1.794 2.282 -4.100
C -1.550 2.191 -5.565
H -2.826 2.503 -3.839
H -0.681 1.567 -5.799
H -1.421 3.159 -6.064
H -2.426 1.724 -6.028
Sr 0.777 -1.265 0.403
Cl 2.027 1.313 0.579
Cl 1.681 -3.901 0.615
H 2.011 -2.704 5.795
H 4.400 -1.416 5.541
C 2.128 -2.913 4.725
C 4.319 -1.741 4.493
N 2.924 -1.867 4.095
H 1.155 -2.945 4.234
C 2.350 -1.095 3.177
O 1.147 -1.227 2.837
H 4.807 -1.004 3.844
H 2.990 -0.320 2.707
H 2.641 -3.873 4.609
H 4.825 -2.713 4.398
H -0.448 -1.105 -3.002
H -3.373 -0.861 -3.458
C -0.796 -2.149 -2.924
C -3.249 -1.938 -3.261
N -2.136 -2.185 -2.361
H -0.106 -2.725 -2.293
C -2.345 -2.400 -1.050
O -1.440 -2.500 -0.197
H -4.162 -2.331 -2.803
H -3.424 -2.444 -0.801
H -0.842 -2.570 -3.936
H -3.056 -2.441 -4.217
O -1.192 0.536 -1.391
C -1.252 1.871 -1.673
C -3.779 1.963 -1.695
C -2.577 2.492 -1.226
H -3.740 1.152 -2.428
C -4.995 2.492 -1.250
H -0.434 2.357 -1.115
C -2.569 3.539 -0.304
H -5.929 2.067 -1.619
C -4.989 3.552 -0.336
C -3.780 4.077 0.128
H -1.603 3.898 0.046
H -5.940 3.966 0.004
H -3.778 4.913 0.832
Si 4.374 -1.577 -1.490
Cl 2.327 -1.055 -2.043
C 4.411 -3.438 -1.493
C 4.692 -0.857 0.210
C 5.490 -0.790 -2.765
H 3.547 -3.826 -0.933
H 5.305 -3.841 -1.003
H 4.378 -3.852 -2.507
H 5.330 -1.222 -3.763
H 6.550 -0.952 -2.501
H 5.338 0.298 -2.844
H 3.834 -0.270 0.582
H 5.547 -0.157 0.195
H 4.907 -1.659 0.934
N -2.930 0.013 0.503
C -2.523 0.246 1.740
N -1.268 0.488 2.068
C -1.133 0.849 3.379
C 0.018 1.372 3.986
C 0.000 1.697 5.337
C -1.168 1.517 6.098
C -2.347 1.034 5.504
C -2.329 0.729 4.151
S -3.646 0.214 3.137
H -3.927 -0.027 0.337
H -2.238 0.237 -0.296
H 0.885 1.529 3.353
H 0.898 2.100 5.815
H -1.167 1.761 7.161
H -3.275 0.890 6.055

For the HOMO-LUMO gap, the calculation gives 0.270 Ha. The value obtained for the energy is -97909.5304 eV. The value obtained for the HOMO energy is -4.84 eV. The strongest force on any atom is 2.12 eV Å⁻¹. For the LUMO energy, the calculation gives 2.5 eV. Its total charge is -1. The energy above the lowest of the compared OMol25 structures with the same formula, charge and spin is 6.4 kcal per mole.

---

(2)
An isolated molecule of C3H11N3 at a distorted geometry. Source: the Open Molecules 2025 dataset; level of theory: wB97M-V/def2-TZVPD.

Positions of all 17 atoms, in Å:
C -0.017 0.833 1.545
C -0.303 1.192 0.093
N 0.084 0.273 -0.938
C 1.478 -0.104 -0.980
N -0.781 -0.885 -1.092
N -1.177 -1.630 0.113
H 0.989 0.462 1.726
H -0.095 1.714 2.178
H -0.711 0.078 1.908
H 0.251 2.158 -0.191
H -1.365 1.419 -0.040
H 2.055 0.745 -1.344
H 1.937 -0.424 -0.037
H 1.634 -0.909 -1.697
H -1.651 -0.517 -1.482
H -0.373 -2.182 0.408
H -1.954 -2.222 -0.171

For the HOMO-LUMO gap, the calculation gives 0.340 Ha. The value obtained for the energy is -7757.3033 eV. The value obtained for the HOMO energy is -8.08 eV. The strongest force on any atom is 2.44 eV Å⁻¹. For the LUMO energy, the calculation gives 1.2 eV. The SMILES is CCN(C)NN. The energy above the lowest of the compared OMol25 structures with the same formula, charge and spin is 64.1 kcal per mole.

---

(3)
A cluster of 9 separate species, C33H81Cl2N5O14 in total at a distorted geometry. Source: the Open Molecules 2025 dataset; level of theory: wB97M-V/def2-TZVPD.

Positions of all 135 atoms, in Å:
C 1.874 -5.450 -1.573
O 0.964 -4.707 -0.818
C 1.535 -3.557 -0.220
C 2.251 -3.864 1.095
C 1.253 -3.964 2.245
N 3.243 -2.806 1.375
H 2.740 -5.819 -1.015
H 2.215 -4.929 -2.475
H 1.417 -6.355 -1.981
H 2.162 -3.004 -0.928
H 0.723 -2.851 -0.021
H 2.770 -4.815 0.951
H 0.769 -3.022 2.508
H 1.718 -4.361 3.150
H 0.482 -4.673 1.920
H 2.758 -1.894 1.314
H 3.378 -2.846 2.387
C -1.821 3.328 -2.971
O -0.932 2.803 -3.927
C -1.574 1.849 -4.775
C -0.474 1.041 -5.432
C -0.896 0.308 -6.690
N 0.009 -0.007 -4.510
H -2.258 2.612 -2.270
H -2.657 3.801 -3.507
H -1.333 4.163 -2.470
H -2.188 1.181 -4.161
H -2.219 2.413 -5.456
H 0.345 1.722 -5.699
H -1.619 -0.488 -6.466
H -0.094 -0.242 -7.183
H -1.487 0.916 -7.380
H 0.309 0.407 -3.631
H 0.856 -0.389 -4.921
C -2.727 -0.087 -1.057
O -1.816 0.210 -0.036
C -0.466 -0.025 -0.309
C 0.369 0.282 0.927
C 0.158 1.736 1.341
N 1.786 0.001 0.695
H -2.413 0.389 -1.993
H -3.723 0.253 -0.786
H -2.759 -1.170 -1.226
H -0.328 -1.038 -0.709
H -0.075 0.649 -1.093
H 0.048 -0.375 1.744
H -0.891 2.027 1.441
H 0.635 2.382 0.595
H 0.597 2.031 2.296
H 2.350 0.179 1.527
H 2.083 0.599 -0.095
C 2.191 2.222 -2.522
O 2.947 1.512 -1.560
C 4.333 1.749 -1.734
C 5.146 1.066 -0.629
C 6.613 1.507 -0.670
N 4.998 -0.431 -0.751
H 2.329 3.308 -2.467
H 1.167 1.872 -2.417
H 2.539 1.990 -3.541
H 4.728 1.390 -2.689
H 4.519 2.822 -1.582
H 4.730 1.270 0.361
H 7.153 0.797 -0.046
H 6.683 2.514 -0.258
H 7.009 1.501 -1.685
H 5.297 -0.624 -1.710
H 3.984 -0.519 -0.799
C 5.699 2.681 6.293
O 5.800 2.620 4.886
C 5.399 1.385 4.338
C 3.997 1.401 3.765
C 2.849 1.645 4.721
N 3.645 0.130 3.083
H 6.009 3.678 6.588
H 6.323 1.936 6.798
H 4.687 2.468 6.650
H 6.071 1.106 3.522
H 5.480 0.567 5.065
H 3.873 2.098 2.926
H 2.983 2.528 5.350
H 2.647 0.805 5.394
H 1.929 1.810 4.162
H 4.416 -0.321 2.582
H 3.491 -0.553 3.830
C -0.355 -3.837 -4.168
C -1.750 -3.235 -4.253
O -2.739 -4.057 -3.638
C -3.326 -5.050 -4.279
O -3.005 -5.568 -5.306
O -4.377 -5.414 -3.538
C -5.081 -6.558 -3.933
H -0.217 -4.488 -5.031
H -0.171 -4.332 -3.214
H 0.397 -3.046 -4.180
H -2.055 -2.898 -5.243
H -1.713 -2.300 -3.689
H -5.688 -6.942 -3.116
H -4.446 -7.368 -4.300
H -5.760 -6.354 -4.769
C -0.016 2.004 8.054
C -1.345 2.081 7.327
O -1.175 1.311 6.140
C -2.042 1.307 5.135
O -2.894 2.144 4.974
O -1.727 0.318 4.325
C -2.543 0.024 3.209
H 0.751 2.753 7.876
H 0.392 0.994 7.977
H -0.197 2.052 9.136
H -1.530 3.139 7.128
H -2.179 1.688 7.904
H -3.596 0.282 3.379
H -2.588 -1.015 2.908
H -2.325 0.681 2.368
C -4.702 2.782 1.892
C -4.507 3.301 0.492
O -5.764 3.480 -0.158
C -5.703 4.087 -1.312
O -4.723 4.507 -1.858
O -6.935 4.240 -1.791
C -7.059 4.996 -2.968
H -5.040 1.738 1.899
H -5.484 3.305 2.443
H -3.766 2.701 2.443
H -3.929 2.514 0.000
H -3.913 4.212 0.487
H -6.516 4.581 -3.814
H -6.778 6.041 -2.804
H -8.107 5.111 -3.249
Cl -2.303 -3.381 1.158
C -2.484 -3.965 -0.483
Cl -3.092 -5.656 -0.561
H -3.110 -3.296 -1.059
H -1.495 -4.083 -0.916

For the HOMO-LUMO gap, the calculation gives 0.343 Ha. The value obtained for the energy is -96692.3272 eV. The value obtained for the HOMO energy is -8.73 eV. The strongest force on any atom is 2.52 eV Å⁻¹. For the LUMO energy, the calculation gives 0.6 eV. The SMILES is COC[C@H](C)N.COC[C@H](C)N.COC[C@H](C)N.COC[C@H](C)N.COC[C@H](C)N.CCOC(=O)OC.CCOC(=O)OC.CCOC(=O)OC.ClCCl.

---

(4)
A structure of composition C13H18N2O2PRhS2Se2Te2. Source: the Open Molecules 2025 dataset; level of theory: wB97M-V/def2-TZVPD.

Positions of all 43 atoms, in Å:
Rh 0.311 -0.878 1.957
N -0.568 -2.028 0.361
C 0.053 -1.628 -0.864
C -0.535 -1.718 -2.092
C 0.178 -1.345 -3.260
C 1.469 -0.912 -3.175
C 2.098 -0.787 -1.906
C 3.420 -0.305 -1.728
C 3.916 -0.151 -0.473
C 3.091 -0.446 0.643
N 1.877 -0.907 0.513
C 1.373 -1.115 -0.748
H -1.582 -2.002 0.344
H -0.287 -3.005 0.606
H -1.547 -2.099 -2.170
H -0.307 -1.425 -4.224
H 2.025 -0.645 -4.065
H 4.014 -0.059 -2.600
H 4.920 0.213 -0.302
H 3.418 -0.265 1.661
Se 3.184 -2.722 3.319
Te 3.909 -4.230 1.577
Te 0.191 -4.819 2.036
Se 0.794 -2.849 3.418
C -4.768 1.065 -0.814
C -3.556 0.470 -0.134
O -2.879 1.503 0.570
P -1.414 1.083 1.230
S -1.855 -0.248 2.730
S 1.405 0.383 3.474
O -1.153 2.547 1.913
C 0.056 3.229 1.570
C -0.079 3.938 0.241
H -5.308 0.299 -1.373
H -4.468 1.856 -1.503
H -5.441 1.493 -0.071
H -2.886 0.018 -0.886
H -3.855 -0.320 0.561
H 0.892 2.527 1.569
H 0.229 3.941 2.379
H -0.207 3.211 -0.564
H 0.816 4.527 0.035
H -0.945 4.602 0.246

For the HOMO-LUMO gap (spin up / spin down), the calculation gives 0.222 / 0.159 Ha. The value obtained for the energy is -200099.3583 eV. The value obtained for the HOMO energy (spin up / spin down) is -4.04 / -3.29 eV. The strongest force on any atom is 0.41 eV Å⁻¹. For the LUMO energy (spin up / spin down), the calculation gives 2.0 / 1.0 eV. The spin multiplicity is 2. Its total charge is -1. The energy above the lowest of the compared OMol25 structures with the same formula, charge and spin is 53.2 kcal per mole.

---

Which of these has the lowest strongest force on any atom? C13H18N2O2PRhS2Se2Te2

---

Copy entry 1 word for word.
A structure of composition C27H42Cl3N4O3SSiSr at a distorted geometry. Source: the Open Molecules 2025 dataset; level of theory: wB97M-V/def2-TZVPD.

Positions of all 82 atoms, in Å:
C 0.578 1.911 -3.456
C -0.879 2.077 -3.141
H 0.886 2.607 -4.252
H 0.799 0.897 -3.828
H 1.191 2.074 -2.557
C -1.794 2.282 -4.100
C -1.550 2.191 -5.565
H -2.826 2.503 -3.839
H -0.681 1.567 -5.799
H -1.421 3.159 -6.064
H -2.426 1.724 -6.028
Sr 0.777 -1.265 0.403
Cl 2.027 1.313 0.579
Cl 1.681 -3.901 0.615
H 2.011 -2.704 5.795
H 4.400 -1.416 5.541
C 2.128 -2.913 4.725
C 4.319 -1.741 4.493
N 2.924 -1.867 4.095
H 1.155 -2.945 4.234
C 2.350 -1.095 3.177
O 1.147 -1.227 2.837
H 4.807 -1.004 3.844
H 2.990 -0.320 2.707
H 2.641 -3.873 4.609
H 4.825 -2.713 4.398
H -0.448 -1.105 -3.002
H -3.373 -0.861 -3.458
C -0.796 -2.149 -2.924
C -3.249 -1.938 -3.261
N -2.136 -2.185 -2.361
H -0.106 -2.725 -2.293
C -2.345 -2.400 -1.050
O -1.440 -2.500 -0.197
H -4.162 -2.331 -2.803
H -3.424 -2.444 -0.801
H -0.842 -2.570 -3.936
H -3.056 -2.441 -4.217
O -1.192 0.536 -1.391
C -1.252 1.871 -1.673
C -3.779 1.963 -1.695
C -2.577 2.492 -1.226
H -3.740 1.152 -2.428
C -4.995 2.492 -1.250
H -0.434 2.357 -1.115
C -2.569 3.539 -0.304
H -5.929 2.067 -1.619
C -4.989 3.552 -0.336
C -3.780 4.077 0.128
H -1.603 3.898 0.046
H -5.940 3.966 0.004
H -3.778 4.913 0.832
Si 4.374 -1.577 -1.490
Cl 2.327 -1.055 -2.043
C 4.411 -3.438 -1.493
C 4.692 -0.857 0.210
C 5.490 -0.790 -2.765
H 3.547 -3.826 -0.933
H 5.305 -3.841 -1.003
H 4.378 -3.852 -2.507
H 5.330 -1.222 -3.763
H 6.550 -0.952 -2.501
H 5.338 0.298 -2.844
H 3.834 -0.270 0.582
H 5.547 -0.157 0.195
H 4.907 -1.659 0.934
N -2.930 0.013 0.503
C -2.523 0.246 1.740
N -1.268 0.488 2.068
C -1.133 0.849 3.379
C 0.018 1.372 3.986
C 0.000 1.697 5.337
C -1.168 1.517 6.098
C -2.347 1.034 5.504
C -2.329 0.729 4.151
S -3.646 0.214 3.137
H -3.927 -0.027 0.337
H -2.238 0.237 -0.296
H 0.885 1.529 3.353
H 0.898 2.100 5.815
H -1.167 1.761 7.161
H -3.275 0.890 6.055

For the HOMO-LUMO gap, the calculation gives 0.270 Ha. The value obtained for the energy is -97909.5304 eV. The value obtained for the HOMO energy is -4.84 eV. The strongest force on any atom is 2.12 eV Å⁻¹. For the LUMO energy, the calculation gives 2.5 eV. Its total charge is -1. The energy above the lowest of the compared OMol25 structures with the same formula, charge and spin is 6.4 kcal per mole.

---

What is the formula in the second record? C3H11N3